ORCA calculation (ωB97M-V/def2-TZVPD) on the molecule C9H18N2O4.

Computed properties:
- Energy above the lowest of the compared OMol25 structures with the same formula, charge and spin: 316.40 kJ/mol
- Frontier orbital gap: 9.65 eV
- Largest force on an atom: 0.138 Eh/bohr
- SMILES: CC[C@H](C)[C@H](N)C(=O)N[C@@H](CO)C(=O)O
- Charge: 0
- LUMO level: 0.0187 Eh
- HOMO level: -9.14 eV

Last column: natural (NBO) charge in e.
Atoms and positions in Å:
1 C 0.761 -1.188 -0.273  -0.090
2 C -0.531 -0.496 -0.716  0.682
3 C 1.647 -0.115 0.653  -0.196
4 C 2.693 -0.737 1.504  -0.628
5 C 2.324 0.870 -0.364  -0.402
6 C 3.192 1.969 0.223  -0.618
7 C -2.705 0.076 -0.376  -0.174
8 C -2.736 1.629 -0.048  0.792
9 C -3.849 -0.457 0.436  -0.076
10 H 2.354 -1.541 -1.678  0.377
11 H 1.013 -2.495 -1.926  0.378
12 H 0.322 -2.046 0.291  0.167
13 H 0.997 0.550 1.322  0.212
14 H 3.205 -1.602 0.917  0.206
15 H 2.253 -1.167 2.412  0.213
16 H 3.446 -0.034 1.901  0.226
17 H 2.958 0.226 -0.986  0.184
18 H 1.542 1.446 -0.986  0.241
19 H 3.265 2.674 -0.558  0.215
20 H 4.248 1.608 0.334  0.200
21 H 2.764 2.463 1.070  0.207
22 H -1.668 -1.527 0.578  0.432
23 H -2.836 0.005 -1.382  0.218
24 H -4.681 -0.052 -0.057  0.187
25 H -3.767 -0.355 1.497  0.201
26 H -4.752 -2.106 0.513  0.475
27 H -1.494 1.834 -1.470  0.531
28 N 1.411 -1.651 -1.499  -0.859
29 N -1.570 -0.751 -0.061  -0.560
30 O -0.490 0.461 -1.572  -0.728
31 O -3.328 2.000 0.980  -0.586
32 O -3.851 -1.895 0.289  -0.746
33 O -2.139 2.403 -0.967  -0.679

***

ORCA calculation (ωB97M-V/def2-TZVPD) on the molecule C5H14N2.

Computed properties:
- Energy above the lowest of the compared OMol25 structures with the same formula, charge and spin: 101.84 kJ/mol
- Frontier orbital gap: 9.89 eV
- Largest force on an atom: 0.052 Eh/bohr
- SMILES: CC[C@@H](C)NCN
- Charge: 0
- LUMO level: 0.0405 Eh
- HOMO level: -8.79 eV

Last column: natural (NBO) charge in e.
Atoms and positions in Å:
1 C -0.364 -1.077 1.758  -0.617
2 C 0.025 -0.182 0.545  -0.053
3 C -0.560 1.273 0.668  -0.395
4 C 0.074 2.136 1.781  -0.612
5 N -0.652 -0.751 -0.625  -0.636
6 C 0.327 -1.306 -1.698  -0.072
7 N 1.022 -0.193 -2.358  -0.880
8 H -1.430 -0.992 1.903  0.208
9 H 0.209 -0.897 2.730  0.200
10 H -0.218 -2.131 1.533  0.213
11 H 1.109 -0.157 0.389  0.178
12 H -0.539 1.773 -0.267  0.198
13 H -1.645 1.124 0.846  0.191
14 H -0.249 1.738 2.755  0.207
15 H -0.208 3.178 1.665  0.210
16 H 1.167 2.028 1.681  0.202
17 H -1.104 0.002 -1.167  0.348
18 H -0.364 -1.945 -2.318  0.180
19 H 1.020 -2.100 -1.262  0.189
20 H 2.008 -0.305 -2.547  0.372
21 H 0.564 0.121 -3.208  0.366

***

Among the records above, which one has the lowest LUMO level? C9H18N2O4